C8H16O2Si in the gas phase in a non-equilibrium geometry, computed with wB97M-V/def2-TZVPD.

Properties
Frontier orbital gap (eV): 10.439
ΔE to the lowest compared entry with this formula, charge and spin (eV): 2.830
Lowest unoccupied orbital energy (eV): 0.9085
SMILES: C=C(C1OCCO1)[Si](C)(C)C

Geometry as XYZ:
```
27
Properties=species:S:1:pos:R:3:lowdin_charge:R:1
C -1.744 -0.633 -1.818 0.0004
C -1.127 -0.105 -0.811 -0.2320
C -1.759 -0.256 0.637 -0.3038
O -1.265 -1.486 1.150 -0.0687
C -1.338 -1.395 2.505 -0.2180
C -1.194 0.057 2.873 -0.1774
O -1.272 0.667 1.608 -0.1055
Si 0.737 0.363 -0.938 0.6272
C 1.366 -1.459 -0.665 -0.1412
C 1.351 1.534 0.482 -0.1601
C 0.867 1.113 -2.637 -0.2159
H -1.227 -0.571 -2.680 0.0070
H -2.603 -1.252 -1.979 0.0783
H -2.871 -0.200 0.514 0.1632
H -0.447 -2.013 2.891 0.1589
H -2.262 -1.696 2.936 0.1074
H -1.947 0.352 3.677 0.1367
H -0.271 0.342 3.370 0.1130
H 2.468 -1.590 -0.768 0.0403
H 1.097 -1.640 0.386 0.0303
H 0.873 -2.062 -1.273 -0.0374
H 1.087 2.626 0.253 0.0572
H 0.715 1.377 1.329 -0.0206
H 2.398 1.500 0.788 0.0216
H 1.048 0.292 -3.412 0.0515
H -0.008 1.766 -2.932 0.0534
H 1.780 1.775 -2.652 0.0341
```

---

A molecular structure, C8H17Br2FO3V in a non-equilibrium geometry, computed with wB97M-V/def2-TZVPD.

Properties
Frontier orbital gap (spin up / spin down) (eV): 7.422 / 7.630
ΔE to the lowest compared entry with this formula, charge and spin (eV): 0.195
Lowest unoccupied orbital energy (spin up / spin down) (eV): 2.7020 / 2.7015
2S+1: 3
Total charge: -1

Geometry as XYZ:
```
32
Properties=species:S:1:pos:R:3:lowdin_charge:R:1
V -1.372 -0.445 -0.107 0.4750
C -3.184 0.866 3.201 -0.1085
C -2.285 -0.345 2.943 -0.4282
O -2.273 -0.688 1.619 -0.3994
H -2.877 1.680 2.545 0.0234
H -3.031 1.154 4.250 0.0600
H -4.228 0.615 3.029 0.0647
H -2.665 -1.182 3.555 0.0981
H -1.268 -0.104 3.309 0.0959
F -2.844 -0.783 -1.334 -0.5579
Br -1.538 2.181 -0.159 -0.0871
Br -0.397 -2.822 -0.271 -0.0688
C 2.593 1.109 0.600 0.0034
C 1.707 0.026 1.165 -0.4710
O 0.583 -0.058 0.760 -0.1254
C 2.269 -0.972 2.131 -0.0067
H 2.117 2.073 0.803 0.0925
H 2.570 1.026 -0.486 0.0833
H 3.596 1.109 1.021 0.0741
H 2.660 -0.391 2.972 0.0887
H 3.096 -1.525 1.679 0.0911
H 1.514 -1.706 2.397 0.0799
C 1.676 -0.658 -3.304 -0.0106
C 0.359 -0.017 -3.008 -0.4754
O -0.094 -0.022 -1.900 -0.1106
C -0.478 0.533 -4.136 0.0036
H 2.451 0.082 -3.509 0.0857
H 1.593 -1.280 -4.202 0.0855
H 1.947 -1.344 -2.502 0.0780
H -0.935 -0.354 -4.586 0.1002
H 0.044 1.193 -4.821 0.0793
H -1.307 1.051 -3.652 0.0870
```

---

A molecular structure, C8H17ClMnN2O2 in a non-equilibrium geometry, computed with wB97M-V/def2-TZVPD.

Properties
Frontier orbital gap (spin up / spin down) (eV): 8.053 / 8.020
Lowest unoccupied orbital energy (spin up / spin down) (eV): -2.9965 / -3.8947
2S+1: 7
Total charge: +1

Geometry as XYZ:
```
31
Properties=species:S:1:pos:R:3:lowdin_charge:R:1
Mn -2.670 -2.531 -1.241 0.5733
C 1.115 -3.146 2.379 -0.0568
C 1.897 -1.812 2.377 -0.1501
N 1.034 -0.651 2.638 -0.0380
C 0.403 -0.367 3.830 -0.0069
C -0.408 0.711 3.622 -0.0309
N -0.380 1.094 2.316 -0.0808
C 0.481 0.194 1.705 0.0335
C -1.059 2.241 1.759 0.0169
H 0.527 -3.442 3.248 0.0791
H 1.765 -3.966 2.075 0.0867
H 0.391 -3.058 1.569 0.0416
H 2.369 -1.715 1.400 0.1265
H 2.732 -1.768 3.077 0.1298
H 0.620 -0.843 4.774 0.1436
H -0.981 1.279 4.340 0.1429
H 0.717 0.111 0.654 0.1174
H -0.495 3.154 1.949 0.1126
H -2.071 2.332 2.154 0.1070
H -1.205 2.062 0.694 0.1044
Cl -0.269 -1.821 -1.266 -0.2969
C -1.069 1.249 -3.879 -0.2354
C -0.422 1.063 -5.292 -0.2096
O 0.535 2.101 -5.621 -0.0651
O -0.085 1.249 -2.841 -0.1161
H -1.820 0.469 -3.756 0.0976
H -1.573 2.201 -3.707 0.1163
H -1.247 1.225 -5.985 0.1131
H -0.036 0.055 -5.443 0.1137
H 1.272 1.982 -5.017 0.0732
H -0.072 0.348 -2.510 -0.0426
```

---

2 unconnected molecules or ions with the total composition C8H17ClNO3P in a non-equilibrium geometry, computed with wB97M-V/def2-TZVPD.

Properties
Frontier orbital gap (eV): 9.563
ΔE to the lowest compared entry with this formula, charge and spin (eV): 1.276
Lowest unoccupied orbital energy (eV): -0.3547
SMILES: [H]/N=C(/C(=O)OCC)P(=O)(CC)CC.Cl

Geometry as XYZ:
```
31
Properties=species:S:1:pos:R:3:lowdin_charge:R:1
H 1.109 -0.890 2.232 0.0317
N 0.501 -0.114 2.206 0.1481
C 0.199 0.195 1.025 -0.3099
C -0.547 1.350 0.547 -0.5102
O -0.508 1.724 -0.593 0.1137
O -0.871 2.147 1.551 0.0106
C -1.842 3.134 1.217 -0.2476
C -3.128 2.786 1.806 -0.0832
P 1.292 -0.823 -0.209 0.7383
O 2.201 -1.666 0.559 -0.3331
C 0.013 -1.818 -1.068 -0.3271
C 0.441 -3.263 -1.251 -0.1773
C 2.249 0.225 -1.464 -0.2947
C 2.785 -0.711 -2.527 -0.1344
H -1.487 4.101 1.605 0.1277
H -1.838 3.271 0.049 0.1574
H -3.036 2.287 2.789 0.0979
H -3.851 3.596 1.804 0.0844
H -3.623 2.058 1.181 0.0751
H -0.971 -1.901 -0.507 0.0848
H -0.457 -1.560 -2.117 0.1320
H 1.139 -3.480 -2.048 0.0609
H 1.042 -3.497 -0.258 0.1055
H -0.309 -3.966 -1.210 0.0330
H 1.587 1.058 -1.730 0.0708
H 3.074 0.640 -0.900 0.0764
H 2.140 -1.574 -2.407 0.0190
H 2.809 -0.234 -3.538 0.0935
H 3.770 -1.091 -2.126 0.0998
Cl -2.348 -1.401 2.420 0.3205
H -1.535 -0.583 2.960 -0.2634
```

---

3 unconnected molecules or ions with the total composition C8H17N in a non-equilibrium geometry, computed with wB97M-V/def2-TZVPD.

Properties
Frontier orbital gap (eV): 7.559
ΔE to the lowest compared entry with this formula, charge and spin (eV): 4.594
Lowest unoccupied orbital energy (eV): 0.6183

Geometry as XYZ:
```
26
Properties=species:S:1:pos:R:3:lowdin_charge:R:1
C 1.146 -0.958 -0.067 -0.4225
C -0.903 0.670 0.112 -0.4340
C 0.803 -1.568 -1.404 -0.0641
C 2.266 0.052 -0.012 -0.0635
C -0.672 1.669 1.225 -0.1042
C -0.675 1.298 -1.245 -0.1006
C -2.267 0.015 0.176 -0.1099
C 0.251 -1.018 0.970 -0.2746
N -0.230 -1.362 2.043 0.1863
H 0.249 -2.151 2.481 0.0722
H 1.854 -2.235 0.704 0.1678
H -0.153 -2.091 -1.383 0.0890
H 2.438 0.410 1.003 0.0888
H 1.581 -2.287 -1.668 0.0796
H 0.779 -0.803 -2.181 0.0720
H 3.181 -0.419 -0.373 0.0836
H 2.050 0.906 -0.656 0.0673
H -0.825 1.225 2.211 0.0686
H -1.378 2.511 1.141 0.0833
H 0.335 2.092 1.187 0.0718
H -0.865 0.606 -2.068 0.0692
H 0.317 1.738 -1.360 0.0642
H -1.380 2.133 -1.392 0.0894
H -2.380 -0.759 -0.589 0.0732
H -3.059 0.759 -0.006 0.0828
H -2.461 -0.434 1.151 0.0643
```

---

Copy entry 3 word for word.
A molecular structure, C8H17ClMnN2O2 in a non-equilibrium geometry, computed with wB97M-V/def2-TZVPD.

Properties
Frontier orbital gap (spin up / spin down) (eV): 8.053 / 8.020
Lowest unoccupied orbital energy (spin up / spin down) (eV): -2.9965 / -3.8947
2S+1: 7
Total charge: +1

Geometry as XYZ:
```
31
Properties=species:S:1:pos:R:3:lowdin_charge:R:1
Mn -2.670 -2.531 -1.241 0.5733
C 1.115 -3.146 2.379 -0.0568
C 1.897 -1.812 2.377 -0.1501
N 1.034 -0.651 2.638 -0.0380
C 0.403 -0.367 3.830 -0.0069
C -0.408 0.711 3.622 -0.0309
N -0.380 1.094 2.316 -0.0808
C 0.481 0.194 1.705 0.0335
C -1.059 2.241 1.759 0.0169
H 0.527 -3.442 3.248 0.0791
H 1.765 -3.966 2.075 0.0867
H 0.391 -3.058 1.569 0.0416
H 2.369 -1.715 1.400 0.1265
H 2.732 -1.768 3.077 0.1298
H 0.620 -0.843 4.774 0.1436
H -0.981 1.279 4.340 0.1429
H 0.717 0.111 0.654 0.1174
H -0.495 3.154 1.949 0.1126
H -2.071 2.332 2.154 0.1070
H -1.205 2.062 0.694 0.1044
Cl -0.269 -1.821 -1.266 -0.2969
C -1.069 1.249 -3.879 -0.2354
C -0.422 1.063 -5.292 -0.2096
O 0.535 2.101 -5.621 -0.0651
O -0.085 1.249 -2.841 -0.1161
H -1.820 0.469 -3.756 0.0976
H -1.573 2.201 -3.707 0.1163
H -1.247 1.225 -5.985 0.1131
H -0.036 0.055 -5.443 0.1137
H 1.272 1.982 -5.017 0.0732
H -0.072 0.348 -2.510 -0.0426
```

---

Number 4 is which compound?
C8H17ClNO3P

---

Number 3 is which compound?
C8H17ClMnN2O2